Density functional theory data (the ωB97M-V functional and the def2-TZVPD basis) for 14 unconnected molecules or ions with the total composition C56H84O42 in a non-equilibrium geometry.

The calculation puts the frontier orbital gap at 10.79 eV. The value obtained for the electronic energy is -5344.55670 hartree. For the highest occupied orbital energy, the calculation gives -10.34 eV.

The geometry in XYZ format:
```
182
Properties=species:S:1:pos:R:3:forces:R:3
H -18.9526 -4.1429 2.9925 -0.74 0.13 -0.44
O -25.4269 -3.3521 7.1209 0.08 -1.43 0.71
H -21.5413 -3.3320 2.3451 -0.17 -0.33 0.38
H -21.4249 -1.7708 1.6500 0.75 0.45 -0.50
H -23.4101 -7.6137 8.2513 -0.07 0.51 0.27
C -24.7439 -6.8925 3.3534 -0.31 0.46 1.68
H -21.9012 -4.7831 9.5980 0.09 0.53 -0.06
O -28.4807 -6.0679 0.2612 -0.92 -0.93 0.63
H -29.3823 -9.0238 -0.5580 0.16 0.21 0.03
O -22.1317 -0.7047 5.4641 1.91 -1.11 -2.21
H -28.4693 -12.5822 3.4356 -0.01 -0.48 1.40
H -22.2965 -6.8615 -2.8282 0.50 -0.07 0.47
C -25.0909 -3.1917 0.2132 1.38 0.38 1.14
O -28.2547 -7.5358 -1.3654 1.12 0.24 -1.16
C -28.5942 -12.3876 2.4164 1.60 0.76 -1.10
H -21.1320 -8.2072 -2.8505 -0.34 0.21 0.71
H -31.5481 -0.4471 -1.1050 -1.13 0.45 0.78
H -25.3337 -1.2778 7.1416 0.17 -0.46 0.12
C -18.9284 -6.9510 5.4680 0.70 0.99 1.34
O -26.7147 -4.9875 6.1483 0.56 0.53 0.18
O -27.3088 -11.8150 2.0040 0.06 -0.94 -0.24
O -24.1360 -5.7306 2.7366 0.07 0.05 -0.01
C -19.4103 -3.5687 3.8073 0.73 -0.77 0.46
C -24.0756 -8.0350 2.7227 1.71 -1.39 -0.90
C -25.9442 -0.4758 -1.5079 0.39 3.91 1.46
C -23.2983 -9.7856 8.5972 -0.48 1.25 0.74
H -24.0600 -11.2441 2.8122 0.07 0.61 -0.03
C -21.9990 -4.0650 8.7735 0.30 -0.78 -0.94
H -22.6572 -8.5971 6.9896 0.83 0.30 -0.46
C -29.4274 -7.9468 -0.7502 -1.26 -0.66 0.87
H -22.7581 -3.3172 8.9552 0.04 0.33 0.30
H -26.5069 -9.1971 8.8891 1.32 0.04 0.17
H -24.7384 -3.1760 -1.8513 -0.50 0.10 -0.21
H -21.7332 -10.6517 9.8890 -0.08 -0.27 -0.13
H -27.3602 -8.2864 6.7954 -0.14 0.66 -0.35
H -24.5043 -8.3824 1.7621 -0.02 0.36 0.44
C -31.4676 -2.0332 -2.5829 0.99 2.60 -0.96
O -20.0702 -8.6592 6.6469 0.94 0.76 -0.62
O -26.0416 -3.1370 5.0272 -1.20 -1.48 -0.49
H -31.1361 -10.3997 1.1494 0.00 -0.53 0.04
H -25.3380 -0.7606 3.5068 0.33 -0.77 -0.80
H -25.9355 -14.2217 5.6338 -0.27 -0.35 0.16
O -24.9112 -1.2411 -1.1972 0.18 -0.96 -0.30
C -22.6454 -12.2166 4.0983 1.51 0.13 0.36
C -24.2838 -9.5082 10.7332 1.80 -0.20 0.34
H -21.0876 -1.5381 7.3931 -0.64 -0.14 -0.29
H -29.9794 -10.9605 3.0814 -0.18 0.64 1.48
H -17.8739 -6.8736 5.1976 -0.03 -0.11 0.27
H -31.6976 -2.3831 -4.7262 0.52 -0.08 0.09
H -27.6476 -9.2934 10.8052 -0.05 -0.65 0.48
H -21.2372 -7.3358 4.6724 -0.77 0.15 0.12
H -28.7690 -7.5110 7.6772 0.67 -0.33 -0.03
H -24.5449 -0.2287 4.9316 -0.99 0.02 -0.02
H -28.2530 -12.5846 6.8313 0.41 0.30 -0.58
H -22.9039 -13.9039 1.7928 0.24 0.29 0.34
O -25.4286 -12.5118 6.5279 -0.31 0.37 -0.02
C -19.8886 -2.2086 3.3335 0.02 -0.42 -2.52
O -25.1708 -10.6682 5.3199 0.38 1.83 -0.89
C -23.6581 -12.2190 3.0340 -1.16 -0.89 -1.06
C -30.6987 -11.4124 1.2466 -0.96 -0.19 -1.67
C -25.8434 -11.5821 5.6132 -1.13 -2.88 1.39
C -27.4425 -10.6413 1.4188 -2.19 0.21 1.40
C -30.8068 -6.4871 0.9341 1.44 -0.38 0.09
H -26.3679 -0.6219 4.8168 -0.18 0.46 0.74
C -21.5057 -7.3644 -2.2318 0.47 0.43 -0.52
O -30.0435 -5.0227 -2.0197 0.89 -1.84 0.28
H -24.1276 -8.0749 -0.5983 0.02 -0.23 0.35
C -20.6421 -3.5248 8.2227 -0.89 0.07 0.06
O -29.7087 -11.7361 8.4242 -0.24 -1.12 -0.66
H -24.1108 -2.6345 4.6919 -0.52 0.37 0.29
C -29.5592 -11.2742 2.1704 0.39 1.31 -0.39
O -30.8275 -2.9550 -1.7425 0.13 -0.62 0.11
H -24.3565 -8.6699 7.1056 0.10 0.31 0.44
O -27.0896 -1.0983 -1.5848 -1.10 -1.71 -0.24
O -24.4989 -9.8692 9.4388 -1.07 -0.34 0.40
O -26.6146 -10.0246 0.8514 0.89 0.64 -0.57
O -20.3697 -7.4067 8.5025 -0.81 -0.18 1.83
H -21.7780 -11.5826 3.8306 -0.53 -0.13 0.15
C -22.9446 -6.0873 2.3304 1.37 -1.90 -0.93
O -29.4017 -10.0250 9.7760 1.22 1.32 1.21
O -26.9198 -5.7263 -1.2673 1.52 0.67 -0.84
C -26.3322 -13.6570 6.4849 -0.08 1.18 -1.42
H -25.5797 -2.6686 1.0330 -0.15 0.19 -0.08
O -20.6438 -3.9374 6.8492 -1.34 -1.91 -1.15
C -26.1041 -3.9616 6.0938 0.09 1.25 0.10
H -31.5087 -12.0926 1.6316 0.96 0.45 -0.55
C -24.8053 -2.1555 6.7290 -0.76 1.24 -2.45
H -27.5031 -2.9444 -0.6121 0.54 0.60 -0.75
H -27.1437 -15.1906 7.5859 -0.47 -0.17 0.51
O -20.2190 -1.3309 4.3817 0.24 0.36 0.90
O -21.9837 -5.3321 5.5411 0.69 0.31 0.37
C -27.6234 -12.9478 5.9961 0.18 -1.92 0.52
H -19.8329 -4.0845 8.7177 -0.06 0.60 -0.11
H -27.1573 -2.9938 -2.4003 0.16 0.14 0.67
H -26.6773 -7.6429 3.6480 -0.13 -0.39 0.10
H -30.6363 -5.8622 1.8215 -0.21 -0.33 -0.12
H -31.5192 0.1690 -2.8354 -0.71 0.19 0.04
H -32.5175 -2.2059 -2.6514 -0.91 -0.45 0.41
O -25.0552 -9.3745 11.6529 0.49 -0.20 -1.94
O -22.2059 -1.7033 3.4659 0.43 -0.47 0.32
C -21.7231 -4.7969 6.5840 0.42 1.54 1.12
C -27.7945 -6.3871 -0.8377 -1.58 -0.55 0.76
H -23.1827 -10.6379 7.9233 -0.45 -0.26 0.55
H -23.1149 -11.8902 5.0151 0.03 0.44 0.19
C -25.0218 -2.1895 5.1584 1.91 -1.29 0.94
H -19.0947 -1.7367 2.6735 -0.96 -0.35 0.93
O -22.1061 -5.4059 1.8098 -0.19 0.23 0.34
O -30.3123 -3.6322 -3.7850 0.31 0.04 -0.76
H -24.4514 -6.8266 4.4286 -0.39 -0.09 -0.59
C -25.3883 -13.6687 2.5490 -1.44 -0.71 -0.61
H -19.4680 -6.1530 4.9885 -0.27 0.03 -0.61
C -30.3303 -3.9946 -2.4905 -1.40 2.71 -0.26
H -26.5334 -5.9338 3.6442 -0.61 0.61 -0.28
H -27.0603 -7.1162 8.1037 0.11 0.62 -0.21
H -21.4691 -8.9498 9.3983 -0.93 -0.76 0.75
H -24.0134 -3.2224 0.4300 -0.14 0.27 -0.03
C -22.2475 -9.7129 9.7024 1.86 0.75 -1.17
H -31.0457 -5.8276 0.1149 -0.52 0.10 -0.26
H -18.5124 -3.5313 4.4465 -0.59 0.55 0.37
O -22.7500 -7.4790 2.4597 -0.86 1.56 -0.30
O -25.8963 0.7383 -1.5143 0.36 -1.15 -0.63
C -20.4956 -2.0058 8.1589 1.05 0.07 1.74
O -27.0895 -11.9292 5.1415 0.52 0.82 0.56
H -29.0241 -7.7984 1.3733 -0.63 1.11 -0.92
C -31.2234 -0.5668 -2.1046 2.25 -1.53 -0.51
O -22.5106 -4.8490 7.6654 0.14 -0.28 -0.29
H -28.1987 -13.7056 5.4140 0.27 0.87 0.09
C -27.5216 -9.0414 8.6738 -2.31 -0.19 1.08
C -23.2100 -8.6273 -0.8157 -0.98 -0.55 -0.51
H -20.6591 -6.6850 -2.0392 -0.31 -0.06 -0.59
H -23.4354 -9.2180 -1.7401 0.58 0.55 0.55
H -30.3214 -7.7699 -1.3508 0.20 0.32 -0.35
H -30.1357 -1.5621 -4.3244 -0.02 -0.62 0.22
H -20.1892 -4.1919 4.3017 0.43 0.63 -0.40
H -20.7365 -1.5080 9.1565 0.55 -0.66 -1.21
O -28.7276 -10.1645 1.6673 0.47 -1.02 -0.24
H -20.4271 -8.1547 3.2986 -0.32 -0.14 1.73
C -30.8788 -2.3081 -3.9953 -0.40 -0.45 0.93
H -22.1525 -6.7897 -0.2825 -0.18 -0.13 0.02
H -21.2252 -9.1334 4.5555 -1.40 -1.14 -0.09
C -28.3177 -9.0072 10.0122 -0.78 -1.32 -0.68
O -19.1081 -6.6537 6.8862 0.62 -0.16 -0.94
O -21.0938 -10.3368 1.2239 0.60 0.65 0.20
H -22.2512 -13.2044 4.3206 -0.03 -0.31 -0.27
C -29.4698 -7.1482 0.5451 0.83 0.08 1.38
C -25.3562 -0.9052 4.5694 0.54 2.03 -0.05
H -23.7319 -2.0462 6.8601 0.00 -0.56 0.70
C -29.0772 -10.7925 8.7558 0.91 1.26 -0.19
O -22.8805 -9.5612 0.2191 -1.56 0.14 -0.12
O -22.9135 -9.3488 10.8899 -1.49 0.38 0.23
C -25.3425 -2.6211 -1.1263 -0.76 0.07 -0.42
H -23.9203 -8.9242 3.3516 -0.31 0.45 0.04
H -30.1278 -0.3896 -1.9761 -0.47 -0.43 -0.41
H -25.4301 -15.0282 7.7680 0.18 0.03 0.50
C -27.7250 -7.8826 7.7419 -0.32 -0.86 -0.17
O -24.8214 -13.3686 1.3876 1.38 0.29 -0.55
C -23.4427 -8.5373 7.7097 -0.63 -1.61 -0.05
C -26.1984 -6.8184 3.1363 -0.49 -0.37 0.01
H -31.5640 -7.2560 1.1244 0.06 0.29 -0.07
H -30.3175 -11.6740 0.2214 -0.66 -0.18 0.86
C -21.2739 -2.3091 2.5687 0.56 -0.17 -0.19
C -21.5927 -9.4978 0.5294 0.00 -0.41 -0.62
H -26.4277 -6.9009 2.0623 -0.10 0.41 0.40
O -26.3201 -14.4504 2.6119 1.12 1.22 0.92
C -22.0207 -7.7058 -0.8616 0.69 -0.69 -0.01
C -20.7111 -8.2328 4.4150 1.24 0.33 -2.75
H -26.4846 -13.8005 8.5933 -0.18 -0.32 0.29
C -19.5326 -8.3135 5.2884 0.85 -0.73 0.72
O -24.7960 -12.9762 3.5298 -0.71 -0.92 0.89
C -26.3583 -14.4669 7.7461 0.42 0.53 -0.99
C -26.8800 -2.5126 -1.4391 0.20 -0.93 -0.39
H -19.4473 -1.8240 7.8531 -0.43 0.25 0.47
H -18.7343 -9.0472 4.9986 -1.05 0.32 0.44
H -25.3729 -4.2108 0.2575 -0.67 -1.09 -0.15
C -23.4535 -12.9578 1.7177 -0.32 -0.67 0.09
H -28.7129 -13.2940 1.8643 -0.31 -0.51 -0.45
H -28.8766 -8.1581 10.3670 0.13 0.74 -0.57
O -21.0130 -8.4913 -0.1421 0.42 0.10 0.24
C -21.5319 -1.2139 4.4989 -2.58 1.49 2.84
O -27.9590 -10.3203 8.1271 -0.50 -0.15 -0.16
H -23.0297 -12.3732 0.9325 0.02 0.51 -0.50
C -19.8879 -7.5830 7.4438 0.50 -0.05 -1.47
```
Positions in Å, forces in eV/Å.